# 1
DFT (ωB97M-V/def2-TZVPD) results for a cluster of 8 separate species, C30H67BN2O23P2 in total at a distorted geometry.

XYZ file:
```
125
Properties=species:S:1:pos:R:3
C 3.31673 -2.02802 3.38783
N 3.19216 -3.34601 2.65587
C 2.58275 -3.20199 1.27874
P 0.67664 -3.55884 1.24753
P 0.25529 -5.54184 2.13597
O -0.52873 -6.40063 1.03789
B -0.29010 -2.33479 2.35825
N -1.10562 -1.24952 1.67903
O -0.23873 -2.51432 3.84779
H 2.27378 -1.78875 3.88920
H 3.75861 -1.14709 2.75684
H 4.06806 -2.19477 4.30039
H 4.07824 -3.89721 2.65683
H 3.05356 -4.02936 0.55835
H 2.78816 -2.17301 0.75141
H -0.59399 -5.35189 3.31623
H 1.50652 -6.16451 2.51998
H -1.10742 -1.48332 0.65992
H -0.74682 -0.28818 1.87087
H -1.18086 -2.76848 4.08278
C -3.40091 1.43415 0.36396
C -3.43211 0.10785 -0.37768
O -4.71840 -0.12193 -0.96307
C -4.97910 0.57080 -2.09908
O -4.22258 1.35111 -2.65536
O -6.24120 0.26805 -2.49810
C -6.67946 1.00980 -3.63235
H -4.21582 1.48590 1.09299
H -2.44860 1.56391 0.88401
H -3.53502 2.27570 -0.32167
H -3.25673 -0.70686 0.33252
H -2.64337 0.04937 -1.13726
H -5.97390 0.92066 -4.46563
H -6.82327 2.06002 -3.35765
H -7.64250 0.60294 -3.95350
C 9.33746 -0.18462 3.20233
C 9.30626 -1.51093 2.46069
O 8.01996 -1.74070 1.87530
C 7.75926 -1.04798 0.73928
O 8.51579 -0.26767 0.18300
O 6.49717 -1.35073 0.34026
C 6.05891 -0.60897 -0.79398
H 8.52255 -0.13287 3.93135
H 10.28977 -0.05487 3.72237
H 9.20335 0.65692 2.51669
H 9.48163 -2.32564 3.17088
H 10.09500 -1.56941 1.70110
H 6.76446 -0.69812 -1.62726
H 5.91510 0.44125 -0.51928
H 5.09587 -1.01584 -1.11513
C -5.14174 8.07551 2.63136
C -5.21076 6.55817 2.68618
O -5.20164 5.99675 1.36908
C -3.99449 5.96445 0.75255
O -2.93759 6.35897 1.21942
O -4.16805 5.44189 -0.48864
C -2.98660 5.44437 -1.28424
H -5.93729 8.47346 1.99342
H -5.23977 8.50332 3.63214
H -4.19358 8.41467 2.20447
H -6.15415 6.25655 3.15301
H -4.40079 6.13711 3.29376
H -2.15465 4.95453 -0.76653
H -2.72245 6.47186 -1.55552
H -3.19391 4.88820 -2.20284
C 0.83739 5.48848 2.07105
C 0.35630 4.86979 0.76880
O 1.05876 5.42062 -0.35064
C 2.31745 4.95419 -0.54174
O 2.88597 4.11743 0.14183
O 2.84943 5.60024 -1.61103
C 4.21314 5.27341 -1.86056
H 0.77413 6.58029 2.02406
H 0.23809 5.13258 2.91268
H 1.88451 5.23971 2.26580
H -0.70311 5.10698 0.62639
H 0.44337 3.77675 0.78268
H 4.35563 4.19069 -1.94724
H 4.84588 5.68476 -1.06713
H 4.50560 5.73467 -2.80810
C -10.86869 -0.77054 -8.07448
C -10.07486 0.40093 -8.62908
O -10.77052 1.63518 -8.42242
C -10.71657 2.13637 -7.16374
O -10.13150 1.63748 -6.21535
O -11.45094 3.27805 -7.13195
C -11.55994 3.85601 -5.83469
H -11.88193 -0.77842 -8.48863
H -10.37847 -1.71746 -8.31364
H -10.97096 -0.70186 -6.98770
H -9.95997 0.27892 -9.71112
H -9.06653 0.44664 -8.20049
H -10.57454 4.01216 -5.38223
H -12.18318 3.22180 -5.19559
H -12.04887 4.82908 -5.93580
C -0.28719 -5.76917 10.29728
C 0.56585 -4.57176 9.91177
O 1.40304 -4.87828 8.79141
C 0.78798 -4.88601 7.58311
O -0.39208 -4.65175 7.37517
O 1.70689 -5.22775 6.64365
C 1.16499 -5.37094 5.33421
H 0.34047 -6.65048 10.46334
H -0.85720 -5.56113 11.20611
H -0.99192 -6.02725 9.50165
H 1.23035 -4.31908 10.74452
H -0.04739 -3.68585 9.70783
H 0.60978 -4.47656 5.03102
H 0.52376 -6.25756 5.29143
H 1.99498 -5.51230 4.63616
C 6.61281 -4.51463 -2.86181
C 7.46585 -3.31722 -3.24732
O 8.30304 -3.62374 -4.36768
C 7.68798 -3.63146 -5.57598
O 6.50792 -3.39721 -5.78392
O 8.60689 -3.97320 -6.51544
C 8.06499 -4.11640 -7.82488
H 7.24047 -5.39593 -2.69575
H 6.04280 -4.30658 -1.95298
H 5.90808 -4.77271 -3.65744
H 8.13035 -3.06453 -2.41457
H 6.85261 -2.43131 -3.45126
H 7.50978 -3.22201 -8.12807
H 7.42376 -5.00302 -7.86766
H 8.89498 -4.25775 -8.52293
```

Summary:
* Kohn-Sham gap: 8.701 eV
* SMILES: CNCP([PH2]=O)B(N)O.CCOC(=O)OC.CCOC(=O)OC.CCOC(=O)OC.CCOC(=O)OC.CCOC(=O)OC.CCOC(=O)OC.CCOC(=O)OC
* net charge: 0
* total energy: -101523.852 eV
* ΔE to the lowest compared entry with this formula, charge and spin: 60.6 kcal per mole

***

# 2
DFT (ωB97M-V/def2-TZVPD) results for a structure of composition C30H68IN2O3SSi.

XYZ file:
```
106
Properties=species:S:1:pos:R:3
C 6.87663 3.57187 0.56349
C 6.14048 2.70726 -0.47974
C 4.67355 3.10134 -0.73680
C 4.45495 4.06234 -1.92369
C 4.35459 5.54686 -1.52066
C 2.91161 6.01422 -1.29029
C 2.03171 6.01049 -2.55917
C 0.97510 4.89317 -2.61057
C -0.28727 5.31556 -3.36638
C -1.31591 4.21714 -3.61727
C -1.92124 3.46226 -2.43176
S -0.77233 2.12254 -1.82910
I -2.35421 4.81888 -0.79592
O -3.05441 2.84750 -2.95676
C -4.18866 2.45184 -2.19163
C -4.02168 1.22362 -1.29180
C -3.67090 -0.03110 -2.10667
C -2.73937 -1.03070 -1.40196
C -1.61476 -1.58825 -2.29819
C -0.26649 -1.75890 -1.58557
C 0.94825 -1.68086 -2.52876
N 2.14150 -2.40607 -2.08691
O -5.29394 1.12233 -0.67005
C -5.32946 0.30037 0.49854
Si -5.70656 1.27503 2.08584
C -7.55051 1.55774 2.25586
C -4.77899 2.89822 2.00848
C -5.05132 0.29389 3.54812
H 6.34799 4.51613 0.73418
H 6.95143 3.06448 1.52913
H 7.89035 3.82501 0.24362
H 6.17634 1.65909 -0.16435
H 6.68206 2.76330 -1.43189
H 4.07950 2.19382 -0.89860
H 4.28211 3.58263 0.17072
H 5.25521 3.92570 -2.66108
H 3.52799 3.77650 -2.43714
H 4.81726 6.17916 -2.28858
H 4.92020 5.71515 -0.59651
H 2.93965 7.02018 -0.85910
H 2.45581 5.36824 -0.52601
H 2.69208 5.89850 -3.43063
H 1.53252 6.97975 -2.66342
H 1.39133 4.00748 -3.11221
H 0.72963 4.57685 -1.58927
H 0.02658 5.66772 -4.35963
H -0.76035 6.17894 -2.88113
H -0.87951 3.44937 -4.26950
H -2.17440 4.64134 -4.15118
H -0.25576 2.76159 -0.77321
H -4.93952 2.19725 -2.94867
H -4.58429 3.29764 -1.61902
H -3.25254 1.38770 -0.52483
H -3.22608 0.27004 -3.06156
H -4.62956 -0.50682 -2.35185
H -3.33708 -1.86598 -1.01095
H -2.28544 -0.54783 -0.52811
H -1.46562 -0.91831 -3.15628
H -1.92054 -2.55787 -2.70697
H -0.20704 -2.72505 -1.06331
H -0.15725 -0.97926 -0.81515
H 0.67486 -2.06536 -3.51642
H 1.23610 -0.63098 -2.65927
H 1.96868 -3.40313 -2.08036
H 2.39046 -2.13562 -1.14348
H -6.11419 -0.45831 0.34594
H -4.38951 -0.26044 0.61533
H -8.12722 0.78695 1.73206
H -7.83444 2.52983 1.83868
H -7.84627 1.53805 3.31059
H -3.71109 2.71508 2.18310
H -5.12981 3.60586 2.76570
H -4.89091 3.34795 1.01760
H -5.37167 0.79495 4.46972
H -5.39261 -0.74468 3.58586
H -3.95580 0.31235 3.53136
C 0.19322 -3.32886 2.05931
C 0.82530 -4.27377 3.05666
N 0.51176 -5.74034 2.83642
C -0.97139 -5.92773 2.96531
C 1.12209 -6.55868 3.95917
C 2.63551 -6.57846 4.08771
C 0.87441 -6.25850 1.45935
C 2.28339 -6.08258 0.92552
O 2.59659 -4.72102 0.78758
C 3.99119 -4.42682 0.75556
H -0.89419 -3.30390 2.12198
H 0.54677 -2.32216 2.27902
H 0.49126 -3.55626 1.03900
H 0.47690 -4.06252 4.06868
H 1.90457 -4.17376 3.03957
H -1.29111 -5.52990 3.92500
H -1.19523 -6.98988 2.90856
H -1.47416 -5.40631 2.15817
H 0.73950 -7.57050 3.82898
H 0.67592 -6.14933 4.86459
H 3.09939 -7.30145 3.42258
H 2.87024 -6.88986 5.10490
H 3.09788 -5.60541 3.93562
H 0.18052 -5.77839 0.77161
H 0.64045 -7.32362 1.48316
H 2.26098 -6.56798 -0.05921
H 3.02891 -6.60940 1.52109
H 4.57181 -5.28385 0.41067
H 4.34377 -4.12921 1.74707
H 4.14379 -3.60317 0.06173
```

Summary:
* Kohn-Sham gap: 8.086 eV
* net charge: +1
* total energy: -68142.432 eV

***

# 3
DFT (ωB97M-V/def2-TZVPD) results for a cluster of 7 separate species, C30H69ClFINO19PS6 in total at a distorted geometry.

XYZ file:
```
129
Properties=species:S:1:pos:R:3
C -2.78911 -2.66274 -2.13133
C -1.42297 -1.91035 -2.58816
C -0.72793 -2.79357 -3.75150
Cl -1.01288 -4.54698 -3.32598
C 0.76297 -2.40060 -4.09670
I 1.06592 -0.25134 -3.57644
C 1.29167 -2.38683 -5.63052
C 0.39919 -2.92992 -6.81847
C 0.32210 -4.49603 -7.04639
C -1.11827 -5.13208 -6.66909
F 1.34872 -5.27229 -6.44622
C 2.85804 -2.75356 -5.54375
O 3.62004 -3.24124 -6.38304
N 3.13521 -2.38472 -4.13585
C 2.01687 -3.05383 -3.36044
P 2.36192 -4.90839 -3.44841
C 2.07300 -5.60982 -1.69791
C 4.16271 -5.31942 -3.82461
H -3.44380 -1.83618 -1.67337
H -3.37454 -3.05407 -3.01971
H -2.61725 -3.41997 -1.31181
H -1.78787 -0.89859 -2.97610
H -0.79473 -1.83237 -1.64960
H -1.35548 -2.58159 -4.68750
H 1.36184 -1.26834 -5.87980
H -0.67933 -2.54430 -6.75929
H 0.81291 -2.47004 -7.78381
H 0.41402 -4.67105 -8.17626
H -1.72433 -4.38034 -6.07919
H -0.98259 -6.10346 -6.10050
H -1.71369 -5.36710 -7.62038
H 4.08468 -2.56044 -3.79991
H 2.17980 -2.58481 -2.32262
H 2.64210 -6.57820 -1.54514
H 0.96344 -5.83873 -1.54036
H 2.43239 -4.88977 -0.87878
H 4.15943 -6.25734 -4.48293
H 4.72572 -4.53349 -4.41911
H 4.79793 -5.58078 -2.91550
C 1.77181 -7.73157 4.38605
C 2.21638 -6.39750 4.95606
O 3.13517 -5.73401 4.08721
S 2.55132 -4.97132 2.78715
C 4.01447 -4.05906 2.39174
O 1.52985 -4.04805 3.20653
O 2.31767 -5.93926 1.74919
H 1.15899 -7.59200 3.49324
H 1.18101 -8.28540 5.11880
H 2.63468 -8.33459 4.09497
H 1.35877 -5.75546 5.17558
H 2.74165 -6.56713 5.89843
H 4.22726 -3.36476 3.20271
H 3.82842 -3.51092 1.46839
H 4.83847 -4.75713 2.25088
C 6.70245 -0.00482 -1.64278
C 7.22914 0.21418 -0.23656
O 6.29913 0.94331 0.56594
S 5.02735 0.15601 1.17651
C 4.53391 1.39892 2.33407
O 5.49457 -0.99535 1.90436
O 4.01620 0.04904 0.16016
H 5.84557 -0.68189 -1.63973
H 7.47544 -0.44008 -2.27974
H 6.36810 0.93761 -2.08182
H 7.49125 -0.73450 0.24014
H 8.14070 0.81359 -0.28414
H 5.32211 1.52426 3.07475
H 3.61582 1.06290 2.81633
H 4.35320 2.32870 1.79695
C -4.54816 4.37612 -5.11294
C -3.03607 4.45169 -5.01819
O -2.55761 3.90685 -3.78653
S -2.47572 2.30067 -3.63609
C -1.48111 2.26758 -2.17165
O -1.70640 1.76783 -4.73017
O -3.78308 1.79781 -3.30902
H -4.88457 3.34030 -5.19218
H -4.90680 4.91606 -5.99172
H -5.01374 4.79969 -4.22017
H -2.56112 3.95775 -5.87036
H -2.72712 5.49890 -5.03967
H -0.50753 2.70016 -2.39668
H -1.36721 1.22768 -1.86567
H -1.98642 2.83289 -1.38959
C -9.09924 3.47528 -3.98786
C -9.45388 2.90666 -5.34907
O -10.16737 3.85427 -6.14631
S -9.33316 5.03381 -6.86835
C -10.61447 5.57064 -7.96445
O -8.27384 4.44793 -7.64621
O -9.08339 6.07721 -5.91125
H -8.36297 4.27666 -4.07719
H -8.67852 2.69954 -3.34469
H -9.98184 3.89947 -3.50401
H -8.56255 2.55239 -5.87418
H -10.11381 2.04657 -5.21780
H -10.84832 4.76272 -8.65590
H -10.24499 6.43785 -8.51099
H -11.48886 5.84521 -7.37619
C 0.70020 1.35812 7.75443
C 0.33366 0.80126 6.39184
O -0.37947 1.75957 5.60562
S 0.45444 2.93964 4.88644
C -0.83313 3.48832 3.80373
O 1.50611 2.35434 4.09666
O 0.71653 3.97621 5.84736
H 1.44074 2.15563 7.66614
H 1.12015 0.57602 8.39004
H -0.17657 1.78455 8.24680
H 1.21938 0.44520 5.85854
H -0.33073 -0.05564 6.52088
H -1.07558 2.68556 3.10910
H -0.46452 4.35756 3.25967
H -1.70173 3.76260 4.40058
C 0.31456 6.06676 10.23491
C 1.82765 6.13756 10.32007
O 2.31277 5.58538 11.54602
S 2.39067 3.97846 11.68700
C 3.39538 3.93359 13.14305
O 3.14934 3.44912 10.58490
O 1.08394 3.47837 12.01782
H -0.02572 5.03256 10.15276
H -0.04737 6.61236 9.36103
H -0.14349 6.48766 11.13280
H 2.29542 5.64631 9.46241
H 2.13954 7.18397 10.30182
H 4.36857 4.36442 12.91325
H 3.50662 2.89119 13.44022
H 2.89724 4.49526 13.93197
```

Summary:
* Kohn-Sham gap: 7.491 eV
* SMILES: CC[C@H](Cl)[C@]1(I)[C@H](C[C@H](C)F)C(=O)N[C@@H]1P(C)C.CCOS(C)(=O)=O.CCOS(C)(=O)=O.CCOS(C)(=O)=O.CCOS(C)(=O)=O.CCOS(C)(=O)=O.CCOS(C)(=O)=O
* net charge: 0
* total energy: -170256.844 eV

***

# 4
DFT (ωB97M-V/def2-TZVPD) results for a cluster of 6 separate species, C30H69N3O6S3 in total at a distorted geometry.

XYZ file:
```
111
Properties=species:S:1:pos:R:3
O 3.44870 -4.40869 0.19578
S 3.71099 -5.52456 -0.68161
O 4.98140 -6.19758 -0.73151
C 2.40659 -6.74330 -0.47743
C 1.28773 -6.41194 -1.51224
C 1.68514 -5.14777 -2.27543
C 3.19006 -5.08215 -2.32835
H 2.02100 -6.75866 0.53798
H 2.85183 -7.70884 -0.69917
H 1.21745 -7.27897 -2.17140
H 0.31524 -6.28456 -1.04313
H 1.39861 -4.28223 -1.66355
H 1.21234 -4.95579 -3.23773
H 3.73287 -4.25039 -2.77288
H 3.61362 -5.91828 -2.91135
O -7.20410 3.52920 1.19375
S -6.63040 2.72557 0.14231
O -7.29684 2.62810 -1.12514
C -4.91555 3.18692 -0.07753
C -4.17491 1.89009 -0.33149
C -4.87623 0.68466 0.37161
C -6.29385 1.09549 0.80978
H -4.60794 3.68820 0.84274
H -4.88029 3.95034 -0.85393
H -4.29802 1.66980 -1.39743
H -3.10249 1.94362 -0.17483
H -4.32488 0.28260 1.21738
H -4.95672 -0.07455 -0.40272
H -6.34382 1.23224 1.88509
H -7.06220 0.45436 0.38540
O 0.85018 0.74369 1.27270
S 0.25195 -0.49531 0.85512
O -0.06865 -1.49430 1.84196
C -1.25385 -0.15690 -0.09873
C -1.17026 -1.06864 -1.32582
C 0.06069 -1.99451 -1.23223
C 1.16388 -1.26221 -0.47758
H -1.12740 0.87118 -0.42956
H -1.97614 -0.24761 0.70915
H -2.08510 -1.66504 -1.39739
H -1.20354 -0.46468 -2.23237
H 0.39912 -2.30812 -2.21590
H -0.23819 -2.84754 -0.62074
H 1.62597 -0.43546 -1.01657
H 1.91098 -1.90746 -0.01704
C 5.20106 -4.45838 -6.86146
C 4.74176 -3.20713 -6.11599
N 5.26806 -3.09242 -4.75395
C 6.69847 -3.31124 -4.67755
C 7.26827 -3.26122 -3.25966
C 4.89057 -1.80800 -4.20438
C 3.38067 -1.66909 -3.95570
H 4.71679 -4.52178 -7.83249
H 4.92831 -5.34113 -6.27076
H 6.28038 -4.49283 -6.97835
H 5.11632 -2.33425 -6.69826
H 3.65881 -3.11765 -6.06659
H 6.92831 -4.32285 -5.02157
H 7.26732 -2.65429 -5.36679
H 6.52245 -3.66368 -2.56475
H 8.18144 -3.84243 -3.19553
H 7.41590 -2.24673 -2.88266
H 5.27539 -0.99168 -4.85320
H 5.44901 -1.60931 -3.29082
H 2.86589 -1.28509 -4.83298
H 3.32152 -0.98988 -3.10391
H 2.94900 -2.62775 -3.68506
C 0.41254 8.10262 0.31191
C -0.94970 7.45224 -0.02536
N -1.65466 6.83507 1.07247
C -1.13490 5.52860 1.46437
C -1.23665 4.50209 0.32022
C -1.83850 7.72442 2.19911
C -2.95937 7.32619 3.15018
H 0.94912 8.30414 -0.61780
H 0.99853 7.46808 0.97179
H 0.24262 9.08907 0.74265
H -1.60459 8.23384 -0.43649
H -0.87756 6.76260 -0.86820
H -0.13051 5.53143 1.91061
H -1.84211 5.14777 2.20476
H -1.22420 3.47831 0.68819
H -2.11707 4.74402 -0.27794
H -0.39419 4.60283 -0.37349
H -2.12833 8.71205 1.81598
H -0.91804 7.94080 2.77062
H -3.93026 7.33327 2.65829
H -2.94262 7.99410 4.01431
H -2.83559 6.33601 3.60128
C -1.60140 1.17418 3.64162
C -2.25452 0.60357 4.90300
N -2.10144 -0.83702 5.09609
C -0.75690 -1.34423 5.24352
C -0.07413 -0.88474 6.52928
C -2.94160 -1.71690 4.30285
C -4.32350 -1.15553 4.02529
H -1.43328 2.24473 3.84136
H -2.16731 1.09521 2.71468
H -0.57157 0.84028 3.53140
H -1.75487 1.03942 5.76612
H -3.32500 0.79422 4.95106
H -0.79915 -2.43175 5.21869
H -0.13183 -1.02480 4.39588
H 0.05190 0.19418 6.60945
H -0.64195 -1.22624 7.39571
H 0.93243 -1.31116 6.54765
H -3.02827 -2.65959 4.84895
H -2.47590 -1.94466 3.32352
H -4.81826 -0.89250 4.97015
H -4.96390 -1.85724 3.49853
H -4.27416 -0.20026 3.49225
```

Summary:
* Kohn-Sham gap: 7.862 eV
* SMILES: O=S1(=O)CCCC1.O=S1(=O)CCCC1.O=S1(=O)CCCC1.CCN(CC)CC.CCN(CC)CC.CCN(CC)CC
* net charge: 0
* total energy: -81487.352 eV
* ΔE to the lowest compared entry with this formula, charge and spin: 2.5 kcal per mole

***

- total energy of number 2 (C30H68IN2O3SSi)?
  -68142.432 eV

***

- Look up the total energy of the third one.
  -170256.844 eV

***

- What is the total energy in the first record?
  -101523.852 eV

***

- Among the records above, which one has the highest total energy?
  C30H68IN2O3SSi